1.
163
Properties=species:S:1:pos:R:3 method="wB97M-V/def2-TZVPD" total_energy_ev=-350911.851 total_charge=0
C -2.8745 0.8206 -4.6725
C -0.1224 11.9634 1.1458
H -0.1906 0.2049 -0.7365
N -2.6822 -3.4803 1.0931
N 6.5223 -6.7991 -8.3425
H -2.5593 3.5042 4.2096
H 2.1233 -2.9429 -0.5304
N 5.3634 5.0102 1.7978
H 8.3467 -5.5822 -9.6191
H -1.5348 -1.8304 -4.3078
H 1.9305 -8.3291 -4.9366
N -0.7869 10.7709 1.0918
H -0.1738 0.6336 1.0123
C -0.8007 0.3553 0.1572
C 0.9846 5.9035 3.6259
C 2.7976 -4.7820 -1.2265
C -1.5488 5.7689 2.9611
Br -4.6522 2.9347 0.9538
N 2.1109 -3.6211 -1.2679
O -8.0078 7.4149 2.5756
O -1.4567 -0.2170 5.1538
N -9.6929 3.0109 -0.4085
H 4.7521 -12.7671 -3.8330
H -7.1800 2.7440 -0.5627
O 0.4103 12.3725 2.1595
C 3.7829 -7.9232 -5.8289
O -3.0467 -0.3418 -4.3341
H 7.2898 -4.8294 -10.7611
O 0.7633 -2.5918 -3.7316
N -0.1009 12.6653 -0.0294
H 1.7733 5.3129 4.0915
H 7.2887 1.6114 1.3031
N -0.1173 -4.6763 -3.8321
H -2.1256 3.1124 -1.0495
C -0.5153 -6.3267 1.6922
H 7.4353 -6.9746 -7.9687
H -6.7919 8.5938 0.7689
H 0.3786 13.5463 -0.0269
H 3.4490 -6.7712 -4.1134
N -1.5076 -0.4945 7.4042
H -10.6935 3.0610 -0.4570
H -0.6497 5.4462 4.8865
H 0.7820 -5.0652 -3.5970
O 3.1966 4.3363 1.8042
H 1.3668 -6.1280 2.5917
H -3.5692 -1.2815 1.9743
C 8.7270 2.3460 2.5322
N 0.8382 -6.4641 1.8092
Br -1.1820 7.5685 2.2699
H 0.6059 4.3337 1.3798
N -2.9208 1.8258 -3.7576
H 3.5937 -4.3460 0.6590
H 10.7248 1.9726 2.0373
N 8.2824 1.6660 1.4376
C -0.0557 3.1603 -0.2846
N 7.4201 -5.4280 -9.9672
H 4.3676 -11.3302 -4.7167
H 4.2266 -9.2874 -3.5790
H -2.3986 5.8302 3.6363
H 5.7211 -7.2394 -7.9051
Br -5.1001 3.9361 4.0698
C -3.6835 6.3089 0.2070
N 4.4537 -9.7700 -2.7301
H 1.2321 6.0037 2.5732
C -8.0266 8.6162 2.3784
H -2.3014 -4.3781 0.8574
N 10.0806 2.3972 2.6769
H -2.6650 1.0533 3.5754
H -3.5288 1.5375 5.0455
H -9.2236 3.3876 0.3935
Cl -4.2770 7.3054 -1.1156
C -0.2081 -3.3160 -3.9273
H -0.8241 10.2287 1.9358
N 2.5727 -8.5408 -5.6772
N -7.6853 2.3799 -1.3480
H -0.5327 12.3472 -0.8758
H 5.1429 5.7307 1.1353
H 3.9837 2.6334 3.4408
C -3.0574 3.1417 2.0799
H -0.6431 -5.3282 3.5325
N -2.6279 1.1932 -5.9599
C -0.2516 3.7015 1.1463
H -4.4723 1.2774 3.5883
O -2.2276 -3.8534 3.2850
H -2.1246 -5.5705 2.6782
C -1.3124 -0.9413 6.1281
H 0.2871 3.9505 -0.9464
H -0.9922 2.0223 -1.8140
H -8.7733 10.4688 3.0141
H -1.7773 0.4650 7.5187
O -9.6386 1.9750 -2.4242
H 4.9479 -6.5248 -4.9489
Cl -1.7268 5.7920 -1.4566
N 4.0660 -6.9994 -4.8772
H -9.2681 9.0800 3.9172
N -1.4336 -2.8311 -4.2392
N -8.7448 9.4777 3.1593
H -3.9839 6.3287 2.3579
O 4.9570 -11.6774 -1.6105
H 8.8887 1.2262 0.7714
H -3.2076 -1.5981 3.6378
C -0.3714 5.2319 3.8514
H -3.0436 -2.8982 0.3609
H -7.1767 1.9558 -2.1018
C -4.5366 6.3650 1.4247
H 4.0640 -5.8571 -0.0458
O 7.9652 2.8733 3.3287
H -0.8918 -5.2948 -3.9804
N 3.5417 -4.9967 -0.1011
H -3.0861 1.5494 -2.8057
C -1.2789 2.4556 -0.8421
H -0.8043 -2.6092 5.0887
O 5.1834 -5.7861 -9.8662
C -2.5810 5.6237 0.0908
H 2.3257 -9.2404 -6.3535
H 1.5566 -8.8995 0.2914
O 4.6914 -8.3590 0.4537
H 4.5169 -9.2406 -1.8751
H -2.7921 2.7973 -3.9715
H 2.5441 -7.8685 -0.6934
C 3.6050 -8.8355 0.7483
H -5.3352 5.6301 1.4219
H -1.2318 10.4169 0.2658
C 4.3411 4.2062 2.2104
H -0.8271 -2.8584 6.8018
H 1.3192 -6.9336 1.0563
H 5.6435 3.1371 3.4471
H 0.9853 6.8853 4.0908
C 4.6852 -11.1119 -2.6547
C -3.3826 3.1238 3.6105
H -2.5081 2.2188 1.9292
C -3.5061 1.6189 3.9600
O 2.7588 -5.6084 -2.1351
H -2.5896 0.4648 -6.6493
N -7.3296 9.2015 1.3592
H -2.4850 2.1430 -6.2461
H -1.3962 -1.0694 8.2174
O -1.7647 1.3822 -0.0466
H -1.3488 -0.5378 0.4506
H 0.7810 2.4581 -0.2522
H 10.4381 2.8913 3.4740
N 3.4417 -9.7197 1.7700
H -0.2999 4.1446 3.7866
C 6.2962 -5.9943 -9.4179
H -7.3273 10.1868 1.1764
H 6.3085 4.9138 2.1238
H -0.1653 2.8470 1.8279
C -2.6749 -3.1226 2.4113
N -1.1292 -5.6844 2.7318
C -9.0471 2.4241 -1.4607
N -3.1993 -1.8948 2.6767
N 4.7024 3.2495 3.1089
H -2.2365 -3.4096 -4.3970
N 4.5879 -11.7778 -3.8466
H 2.5585 -10.1208 2.0224
H 4.2619 -9.9788 2.2873
N 2.4600 -8.5196 0.0725
Si -1.8975 4.5525 1.5039
H 1.5506 -3.4447 -2.0904
H -5.0456 7.3290 1.4143
O 4.5456 -8.1959 -6.7448
N -0.9484 -2.2470 6.0173
O -1.1314 -6.7498 0.7289

2.
127
Properties=species:S:1:pos:R:3 method="wB97M-V/def2-TZVPD" smiles=COC[C@H](C)N.COC[C@H](C)N.COC[C@H](C)N.COC[C@H](C)N.COC[C@H](C)N.CCO.CCO.CO.CO.CO.CO total_energy_ev=-60349.458 total_charge=0
H -3.3020 20.3670 14.2639
H -6.3852 16.3872 4.2663
O -5.9132 18.1738 6.0926
O -1.8146 16.0245 9.5035
O -7.4569 18.3524 10.4012
H -6.4755 14.6400 4.5077
H -1.5642 14.3611 11.2985
C -0.3402 17.8028 12.1517
H -0.7906 17.4295 8.4529
H -1.8770 19.4898 14.5726
C -3.8903 19.7964 9.4144
H -0.8015 15.8314 7.6109
C -8.9146 21.8792 10.2253
H -4.8263 18.4562 14.7423
H -1.2750 17.3250 11.8584
C 2.2262 17.5335 11.9497
C -2.9376 19.5057 14.8237
H -3.9581 24.9821 7.7014
H -7.1641 14.6065 9.9842
H -0.2347 15.7875 10.5432
C -5.7953 17.0146 6.8937
C -5.4853 15.7377 6.0970
C -2.5046 14.8466 9.4599
H 3.6017 19.4748 13.4753
C -6.1944 22.6920 4.7067
H -6.3081 16.7418 10.0981
H -6.7902 16.9242 7.3298
H -3.0242 23.7331 4.7790
N -5.8014 14.5952 6.9746
H -9.9035 22.2889 10.4311
H 2.2496 17.0812 12.9411
H -0.4372 18.8884 12.1416
C -9.5944 21.6759 7.7349
H -5.3035 20.0016 6.8700
C 0.8308 17.2911 11.2989
H -7.1031 15.2617 11.5637
H 3.9237 20.3846 12.0641
H -3.5689 19.2106 8.5532
H -4.9316 22.6786 6.9060
O -5.7460 15.9646 10.0571
H -3.6935 22.0949 10.9180
H -4.1338 12.8798 10.4722
H -3.3770 23.6556 8.6800
H -6.2766 22.0868 5.6095
C -6.5351 22.5076 9.9426
H -10.0195 19.3503 8.2794
H -6.6282 19.6701 11.8125
H -3.4458 14.9093 8.9139
H -5.0733 17.1511 7.6988
H -10.6787 21.7829 7.7670
O -7.9040 22.8925 10.2173
H -6.7267 22.1688 3.9123
C -7.2274 18.7630 11.7331
H -0.5939 20.1950 10.0854
C -3.2095 13.0110 11.0349
H -4.2228 15.4015 11.1962
H -2.4388 23.9236 12.0043
H -2.0297 22.2313 12.3008
H -3.4823 12.7249 12.0507
H -10.6018 19.8868 9.6091
H -5.9188 23.3718 10.1906
C -3.4190 24.0357 7.6593
H -7.9255 20.7664 8.8457
H -6.4231 22.2158 8.8984
C -1.3641 16.5296 8.2307
H 4.4482 18.7504 12.0304
H -5.8472 14.0770 10.9008
O -3.3625 17.2223 15.4294
C 0.2228 20.6133 9.4972
H 0.6819 17.8020 10.3477
H -3.0538 23.1520 13.4741
H -4.4948 24.6096 5.2020
H -3.0173 19.8217 15.8638
H -2.4253 24.3165 7.3105
H -4.4369 15.7906 5.8034
H -2.2247 16.8799 7.6608
H -2.2112 22.2221 6.4399
H 0.6223 19.9533 8.7271
C -2.5850 14.4099 10.9194
O 2.4194 18.9833 11.8383
H -6.7330 23.6146 4.9231
H -3.3371 21.1087 6.0712
H -7.5124 15.5977 5.4305
H -2.5187 12.2512 10.6695
N -3.3670 15.3649 11.7313
H -6.6474 18.0566 12.3269
H -4.9334 20.0751 9.2649
H -8.1404 18.8536 9.9504
H -3.6035 17.9865 13.5280
N -9.7093 19.7130 9.1695
H -2.7164 18.8984 10.8640
C -4.0252 23.6260 5.1970
H -9.2129 22.6961 7.6946
C -6.5047 15.6042 5.0152
O -4.8088 22.8493 4.3056
H -6.5055 19.1816 7.8226
C -3.7640 18.2916 14.5621
H -2.9641 16.5243 14.9044
H -4.2375 19.4841 11.5125
H -0.0243 21.5557 9.0083
C -6.1749 19.3508 6.7978
H -6.7234 14.2350 6.7738
H -0.1686 17.5747 13.2036
H 1.6707 20.2034 10.7753
H -7.0036 19.8427 6.2884
H -4.2115 17.9873 10.5831
C -3.9454 23.0436 6.6191
H -1.8208 14.1405 8.9889
H 3.0416 17.0645 11.3989
O 1.3545 20.9770 10.3030
N 0.5729 15.8769 11.1432
C -3.7827 18.9868 10.6558
C -6.4599 14.9633 10.7358
C -2.8048 22.9874 12.4257
H -8.2262 18.9118 12.1435
C -8.9908 20.9802 8.9321
O -3.9484 22.4477 11.7736
H 1.2975 15.5633 10.5134
O -3.0509 20.9322 9.4484
H -9.3393 20.9791 6.9364
H -5.8218 14.7930 7.9648
H -8.6816 21.2570 11.0894
C 3.6377 19.3845 12.3897
H -2.9071 16.2533 11.5927
H -2.9549 21.2009 8.5318
N -3.1171 21.8631 6.7056
H -6.2280 21.6695 10.5682

3.
128
Properties=species:S:1:pos:R:3 method="wB97M-V/def2-TZVPD" smiles=COC[C@H](C)N.COC[C@H](C)N.COC[C@H](C)N.COC[C@H](C)N.COC[C@H](C)N.COC[C@H](C)N.COC[C@H](C)N.O.O.O total_energy_ev=-61280.996 total_charge=0
H 6.2403 -15.4778 -24.6146
C 8.5427 -7.0186 -8.7402
H 12.2913 -5.7988 -18.1616
H 13.2144 -14.1486 -20.7536
O 7.4823 -14.1638 -23.6366
C 7.2079 -14.9220 -22.4130
O 13.9777 -7.5803 -12.6542
H 13.7133 -16.5016 -18.8851
H 15.7178 -7.6220 -13.8226
N 2.9654 -12.5727 -17.7838
N 10.6933 -6.9762 -9.7495
H 12.2272 -16.1931 -18.0346
H 9.8738 -6.7770 -19.5002
H 6.9227 -7.4372 -12.6248
H 8.5424 -15.7267 -19.9497
H 2.3269 -12.2134 -18.4790
H 16.3753 -6.7405 -9.7968
C 17.7942 -7.3941 -12.0137
H 8.9361 -7.7756 -8.0618
C 8.7748 -5.9514 -11.1181
H 7.5065 -14.6719 -18.9759
N 15.0816 -12.1132 -20.8264
H 8.5637 -6.0021 -8.3472
C 15.3648 -7.7604 -12.8006
C 11.7390 -5.2004 -18.8862
H 6.6289 -7.9283 -10.8876
O 7.3131 -5.9330 -11.0580
H 10.9234 -7.9056 -9.4279
H 2.2011 -12.3276 -15.9057
H 1.4798 -10.4451 -17.4476
H 7.8844 -5.3930 -19.1203
H 15.7056 -12.7868 -21.2471
H 9.2674 -16.0817 -12.9126
H 8.4020 -10.8805 -14.1778
O 8.1841 -12.1546 -11.2117
O 12.2645 -18.8146 -12.3541
H 8.7166 -11.9487 -10.4434
H 12.4906 -11.5133 -19.9722
H 17.8493 -8.4762 -12.1323
H 8.6646 -13.8054 -21.3395
H 9.0698 -8.0518 -10.4999
H 1.4974 -7.7252 -15.9926
H 4.1733 -11.2625 -14.8287
C 9.2869 -7.0568 -10.1113
H 6.1320 -15.0432 -22.2869
C 9.7760 -6.2933 -18.5283
H 11.5844 -13.9207 -16.7523
N 15.8242 -7.3042 -10.4281
H 12.8735 -17.1190 -13.4974
O 8.5720 -10.4853 -15.0329
C 2.8853 -11.7962 -16.5671
C 14.3830 -12.6017 -19.6776
C 13.9095 -14.0274 -19.9227
C 13.3050 -8.2739 -13.6861
C 8.2821 -5.9888 -18.2987
C 12.4688 -17.4757 -12.5502
H 15.4799 -8.8166 -12.5569
H 7.9273 -15.8375 -24.7665
C 12.8229 -15.8729 -18.8894
C 7.2170 -15.0110 -24.7424
H 11.8655 -5.6728 -19.8603
H 6.8002 -15.8503 -20.0446
C 7.6229 -15.1413 -19.9527
H 14.7501 -14.6594 -20.2090
H 15.7664 -11.4710 -20.4539
H 13.7503 -10.5128 -19.2836
C 12.4900 -19.6893 -13.5027
C 13.3367 -11.5212 -19.2851
H 7.2456 -12.5792 -19.9045
H 4.9101 -11.0167 -16.2826
H 9.1619 -6.1837 -12.1102
H 9.6162 -17.8590 -12.7618
H 13.2764 -17.1931 -11.8748
H 7.3204 -12.3636 -10.8561
H 18.5513 -7.0096 -11.3304
H 7.0395 -4.8313 -16.9599
H 3.8728 -12.4888 -18.2192
H 12.2167 -15.9085 -19.7946
C 4.2522 -11.7422 -15.8043
H 5.6025 -6.8527 -11.7845
H 12.2610 -4.2447 -18.8394
H 10.9480 -16.8397 -11.1476
C 9.9841 -16.8849 -13.0840
H 16.2645 -5.9193 -11.9405
O 10.9682 -13.5483 -16.1216
H 8.4970 -5.7218 -16.1777
H 6.5418 -6.9232 -18.0665
H 4.7702 -12.7005 -15.7644
H 13.5400 -19.7108 -13.7944
H 7.2753 -14.5528 -25.7296
H 14.8993 -6.9233 -10.2878
H 0.2355 -8.9543 -16.0411
H 0.7576 -8.4936 -14.5559
H 7.7740 -7.4456 -17.1663
H 11.9811 -14.8630 -11.5211
O 2.0059 -9.8200 -15.5550
C 6.6461 -7.1205 -11.6192
H 15.0653 -12.6508 -18.8290
H 11.2593 -13.8850 -15.2741
H 10.2442 -16.7965 -14.1388
H 18.1462 -7.0326 -12.9799
H 12.7918 -11.6579 -18.3509
H 9.1451 -4.9971 -10.7435
H 10.5231 -14.7974 -12.1191
C 11.2301 -16.6225 -12.1779
H 13.1245 -9.2459 -13.2270
H 12.3253 -7.8087 -13.7949
N 11.4436 -15.1596 -12.3231
H 6.8612 -12.1803 -21.3099
C 2.3551 -10.3996 -16.7996
H 10.1712 -6.9342 -17.7401
H 13.7803 -8.2799 -14.6670
C 8.0730 -5.1729 -17.0185
H 12.0899 -20.6860 -13.3165
N 7.5151 -7.1895 -18.1083
C 7.6582 -14.1575 -21.1129
O 10.3938 -5.0577 -18.5174
H 8.7522 -4.3204 -17.0220
C 16.2639 -6.9985 -11.7875
H 11.9747 -19.3091 -14.3847
N 6.8465 -13.0059 -20.7283
O 13.2225 -14.5436 -18.7289
C 1.1657 -8.6654 -15.5519
H 7.4949 -7.2515 -8.9294
H 7.6793 -15.9047 -22.4000
H 9.0775 -11.1459 -15.5064
H 11.2529 -6.8711 -10.5837
H 3.0743 -9.7893 -17.3457

Number 1: frontier orbital gap 9.2 eV, E_LUMO 0.027 eV. Number 2: frontier orbital gap 9.7 eV, E_LUMO 0.463 eV. Number 3: frontier orbital gap 9.1 eV, E_LUMO 0.130 eV.